16
Properties=species:S:1:pos:R:3 method="wB97M-V/def2-TZVPD" e_lumo_ha=0.0387 smiles="CC1=CCC(C)=N1" fmax_ev_per_a=0.326 relative_energy_kcal_mol=14.0 orbital_gap_ev=9.7 homo_energy_ha=-0.31693
C 2.016 -1.348 -1.000
C 0.755 -0.648 -0.605
C -0.418 -0.579 -1.254
C -1.307 0.333 -0.471
C -0.433 0.607 0.726
C -0.898 1.353 1.934
N 0.738 0.088 0.621
H 2.547 -1.710 -0.115
H 1.814 -2.192 -1.664
H 2.695 -0.664 -1.525
H -0.676 -1.064 -2.187
H -2.303 -0.053 -0.217
H -1.449 1.292 -0.997
H -0.056 1.782 2.483
H -1.606 2.142 1.664
H -1.420 0.662 2.608

---

16
Properties=species:S:1:pos:R:3 method="wB97M-V/def2-TZVPD" e_lumo_ha=0.0329 fmax_ev_per_a=0.628 relative_energy_kcal_mol=94.4 orbital_gap_ev=9.2 homo_energy_ha=-0.30594
C -0.311 1.490 -0.438
C -0.389 0.135 0.253
C 0.425 -0.959 -0.466
C 1.859 -0.670 -0.397
C 3.027 -0.396 -0.292
C -2.384 -0.853 1.420
N -1.793 -0.278 0.400
H 0.726 1.833 -0.487
H -0.900 2.229 0.113
H -0.696 1.434 -1.464
H 0.110 -1.052 -1.514
H 0.224 -1.925 0.015
H 4.065 -0.162 -0.203
H -1.583 -1.001 2.184
H 0.003 0.219 1.272
H -2.383 -0.042 -0.395

---

16
Properties=species:S:1:pos:R:3 method="wB97M-V/def2-TZVPD" e_lumo_ha="-0.0060 / -0.0053" fmax_ev_per_a=0.484 relative_energy_kcal_mol=135.9 orbital_gap_ev="7.7 / 8.4" homo_energy_ha="-0.28934 / -0.31230"
C 1.956 1.177 1.512
C 1.102 0.294 0.682
C 1.014 -0.793 0.067
C 0.064 -1.535 -0.683
C -1.281 -0.607 -0.258
C -0.796 0.771 -0.001
N -2.186 -0.278 -1.222
H 1.812 2.239 1.297
H 3.008 0.933 1.329
H 1.758 1.017 2.578
H -0.114 -2.559 -0.350
H 0.209 -1.492 -1.765
H -1.642 -1.092 0.662
H -0.480 1.316 -0.887
H -1.347 1.374 0.722
H -3.103 -0.676 -0.999

---

16
Properties=species:S:1:pos:R:3 method="wB97M-V/def2-TZVPD" e_lumo_ha="0.0292 / 0.0282" fmax_ev_per_a=3.611 relative_energy_kcal_mol=108.6 orbital_gap_ev="7.3 / 7.3" homo_energy_ha="-0.24050 / -0.24147"
C 1.381 -0.657 0.016
C 0.559 0.462 0.054
C -2.780 -1.034 -0.105
C -0.894 0.477 0.025
C 1.889 -1.867 -0.025
C 1.277 1.824 -0.026
N -1.509 -0.659 -0.013
H -3.109 -2.016 0.274
H -3.607 -0.277 -0.104
H -1.488 1.436 -0.106
H -0.749 -1.309 0.258
H 1.993 -2.423 0.872
H 1.978 -2.441 -0.887
H 2.336 1.499 -0.247
H 1.202 2.423 0.915
H 1.005 2.346 -0.908

---

16
Properties=species:S:1:pos:R:3 method="wB97M-V/def2-TZVPD" e_lumo_ha="0.0132 / 0.0132" fmax_ev_per_a=5.064 relative_energy_kcal_mol=142.2 orbital_gap_ev="9.3 / 9.3" homo_energy_ha="-0.32679 / -0.32681"
C -1.197 0.007 1.224
C -1.456 -0.121 -0.518
C -0.381 0.663 0.114
C -0.186 2.149 -0.131
C 0.795 -1.857 0.176
C 1.192 -0.404 -0.076
N -1.734 -0.957 0.470
H -2.323 0.354 -1.063
H -1.152 2.512 -0.198
H 0.450 2.434 -0.989
H 0.232 2.407 0.846
H 1.463 -2.573 -0.391
H -0.239 -2.063 0.033
H 1.005 -2.001 1.188
H 1.390 -0.285 -1.165
H 2.140 -0.265 0.480

---

16
Properties=species:S:1:pos:R:3 method="wB97M-V/def2-TZVPD" e_lumo_ha=0.0151 smiles="C=C=C=C.C1CN1" fmax_ev_per_a=0.473 relative_energy_kcal_mol=119.2 orbital_gap_ev=9.4 homo_energy_ha=-0.33138
C -0.546 -1.225 2.256
C -1.518 -0.742 1.510
C -2.054 -0.103 0.545
C -2.004 0.620 -0.553
H -0.047 -2.152 1.982
H -0.150 -0.681 3.110
H -2.030 1.706 -0.526
H -1.802 0.151 -1.513
C 0.841 0.720 -0.055
C 2.019 0.095 -0.666
N 0.890 0.514 -1.504
H 0.200 0.068 0.514
H 0.884 1.739 0.318
H 2.118 -0.985 -0.575
H 2.951 0.647 -0.682
H 1.116 1.399 -1.954